# 1
Molecular formula: C3H7NOS
Method: DFT, ωB97M-V with the def2-TZVPD basis set

As for the spin multiplicity: 2. Its charge is -1. The HOMO energy (alpha / beta) is -3.1 / -2.6 eV.

Cartesian coordinates (Å):
C 0.027 0.553 -0.636
C -0.776 0.576 0.717
S -2.516 0.755 0.471
N 1.363 0.143 -0.518
C 1.619 -1.314 -0.234
O 2.879 -1.568 -0.025
H -0.518 -0.124 -1.301
H -0.041 1.574 -1.021
H -0.339 1.345 1.347
H -0.606 -0.337 1.298
H 1.918 0.662 0.160
H 1.100 -1.822 -1.087
H 0.955 -1.594 0.646

# 2
Molecular formula: C4H13NO3
Method: DFT, ωB97M-V with the def2-TZVPD basis set

As for the SMILES: C=NC(=C)C.O.O.O. Its charge is 0. The HOMO energy is -9.1 eV.

Cartesian coordinates (Å):
C -0.560 1.848 -0.658
C 0.465 0.800 -0.980
C 0.162 -0.481 -1.198
C 2.422 1.836 -0.137
N 1.811 1.258 -1.074
H -0.274 2.562 0.112
H -1.558 1.432 -0.500
H -0.613 2.494 -1.540
H 0.780 -1.245 -1.607
H -0.904 -0.745 -1.191
H 3.414 2.200 -0.455
H 2.077 2.022 0.870
H -1.962 -1.870 2.358
H -1.641 -0.758 1.303
O -2.346 -1.269 1.717
H 1.409 -1.932 1.336
H 2.585 -2.258 2.194
O 1.897 -1.591 2.092
H -2.497 -1.695 -0.094
H -1.946 -1.181 -1.550
O -2.720 -1.426 -0.998

Which F_max belongs to each record? In order, 0.7 2.3 eV/Å.
Which E_tot belongs to each record? In order, -17595.6869 -11989.2048 eV.
Which energy relative to the best compared isomer or geometry (same formula, charge and spin) belongs to each record? In order, 105.5 315.2 kJ/mol.